{
  "formula": "C53H106F15N5O11",
  "method": "ωB97M-V/def2-TZVPD",
  "species": ["C", "C", "O", "C", "O", "C", "F", "F", "F", "H", "H", "H", "H", "H", "C", "C", "O", "C", "O", "C", "F", "F", "F", "H", "H", "H", "H", "H", "C", "C", "O", "C", "O", "C", "F", "F", "F", "H", "H", "H", "H", "H", "C", "C", "O", "C", "O", "C", "F", "F", "F", "H", "H", "H", "H", "H", "C", "C", "O", "C", "O", "C", "F", "F", "F", "H", "H", "H", "H", "H", "C", "C", "N", "C", "C", "C", "C", "H", "H", "H", "H", "H", "H", "H", "H", "H", "H", "H", "H", "H", "H", "H", "C", "C", "N", "C", "C", "C", "C", "H", "H", "H", "H", "H", "H", "H", "H", "H", "H", "H", "H", "H", "H", "H", "C", "C", "N", "C", "C", "C", "C", "H", "H", "H", "H", "H", "H", "H", "H", "H", "H", "H", "H", "H", "H", "H", "C", "C", "N", "C", "C", "C", "C", "H", "H", "H", "H", "H", "H", "H", "H", "H", "H", "H", "H", "H", "H", "H", "C", "C", "N", "C", "C", "C", "C", "H", "H", "H", "H", "H", "H", "H", "H", "H", "H", "H", "H", "H", "H", "H", "C", "C", "C", "O", "H", "H", "H", "H", "H", "H"],
  "xyz": [[-3.369967, -4.617530, -2.185711], [-2.542071, -4.466237, -3.492616], [-2.294757, -3.122003, -3.832875], [-3.260320, -2.357032, -4.343242], [-4.404419, -2.756821, -4.585417], [-2.787737, -0.883872, -4.584646], [-3.310136, -0.211972, -3.614992], [-1.479781, -0.737351, -4.421144], [-3.196374, -0.373825, -5.732140], [-2.818103, -4.170716, -1.358728], [-3.476244, -5.693836, -2.050176], [-4.406997, -4.292463, -2.269428], [-2.954081, -5.031338, -4.328689], [-1.516325, -4.826135, -3.412536], [5.497756, 0.822599, -3.043028], [6.232651, -0.353521, -2.385168], [5.519806, -1.527294, -2.686083], [6.073145, -2.742258, -2.398867], [7.057573, -2.952316, -1.687378], [5.400436, -3.896389, -3.099444], [4.834874, -3.594321, -4.259401], [6.277841, -4.844176, -3.339561], [4.437406, -4.358850, -2.320297], [5.259586, 0.675026, -4.096399], [6.077046, 1.742823, -2.967517], [4.552888, 0.869675, -2.501631], [6.416805, -0.236843, -1.317188], [7.242637, -0.467267, -2.778976], [3.524548, 3.529629, 4.144218], [4.587942, 4.062985, 5.177895], [4.318017, 5.388968, 5.518547], [5.284220, 6.145005, 6.109569], [6.343994, 5.733246, 6.481420], [4.935402, 7.605618, 6.252529], [6.085973, 8.277568, 6.091385], [4.067886, 7.979501, 5.342164], [4.511619, 7.894345, 7.446920], [3.684118, 2.483114, 3.884486], [3.535180, 4.020482, 3.171052], [2.531780, 3.600600, 4.588604], [5.556750, 3.915484, 4.700668], [4.540922, 3.469436, 6.090913], [-2.006416, -1.266966, -8.679636], [-0.750156, -2.144097, -9.035353], [-0.035654, -2.282705, -7.858786], [0.859271, -1.361767, -7.437020], [1.092179, -0.329248, -8.120932], [1.648630, -1.728053, -6.176441], [1.251027, -2.907079, -5.731880], [2.957109, -1.747781, -6.463158], [1.335965, -0.791393, -5.317133], [-2.561067, -1.116998, -9.605902], [-1.851896, -0.352269, -8.107316], [-2.629169, -1.775189, -7.943443], [-0.156964, -1.728908, -9.850107], [-0.978974, -3.154483, -9.374275], [2.013815, 4.150777, -2.057361], [1.646192, 2.706014, -2.384095], [1.414668, 2.715419, -3.826242], [0.247650, 2.295635, -4.337202], [-0.715030, 1.943548, -3.632435], [0.065289, 2.265216, -5.915724], [-0.561055, 3.364219, -6.288004], [1.268976, 2.246466, -6.479181], [-0.676621, 1.214060, -6.308634], [2.319339, 4.265290, -1.017337], [1.251407, 4.905783, -2.249217], [2.902220, 4.274071, -2.676733], [0.780523, 2.431590, -1.781268], [2.420902, 1.940643, -2.338146], [-5.592937, -2.971805, 4.272068], [-4.122034, -3.111485, 4.520393], [-3.356144, -2.220377, 3.651465], [-2.189603, -2.870310, 3.013310], [-2.513395, -3.802483, 1.791056], [-3.028276, -0.985574, 4.367018], [-2.359777, 0.037728, 3.448041], [-5.884832, -2.924810, 3.222928], [-5.910727, -2.056846, 4.772039], [-6.234007, -3.742074, 4.700796], [-3.889684, -3.079159, 5.584851], [-3.858471, -4.132226, 4.243405], [-1.505919, -2.108892, 2.637936], [-1.669304, -3.483933, 3.748734], [-1.606001, -4.206337, 1.342015], [-3.281738, -4.548570, 1.993817], [-2.921612, -3.143355, 1.024891], [-2.439735, -1.097668, 5.277605], [-3.991709, -0.552576, 4.636103], [-1.316924, -0.235960, 3.287901], [-2.517108, 1.032136, 3.865770], [-2.913575, 0.007649, 2.509686], [1.805936, -1.272724, -2.234720], [1.788665, -0.919154, -0.749310], [0.766377, 0.051843, -0.525672], [0.658153, 0.389876, 0.886289], [1.708120, 1.423079, 1.301989], [-0.547585, -0.278657, -1.137801], [-1.190342, -1.507422, -0.543350], [1.897771, -0.383149, -2.857880], [0.905127, -1.767475, -2.597837], [2.614760, -1.950934, -2.506651], [1.614782, -1.798856, -0.129627], [2.732131, -0.454437, -0.462954], [-0.297762, 0.888716, 1.045920], [0.567216, -0.463292, 1.558543], [1.377314, 1.756445, 2.285615], [2.725150, 1.040417, 1.387572], [1.719035, 2.254729, 0.597471], [-0.559794, -0.286589, -2.227705], [-1.191529, 0.570239, -0.907970], [-2.179803, -1.531865, -0.999939], [-1.175628, -1.513031, 0.546533], [-0.695889, -2.432171, -0.840774], [-5.372463, -1.333335, -0.951547], [-5.320975, -0.311662, 0.208297], [-5.163753, 1.113158, -0.193250], [-5.551231, 2.034161, 0.846591], [-7.119321, 2.287498, 0.765197], [-3.785732, 1.319083, -0.674661], [-3.611039, 2.579731, -1.482066], [-6.245055, -1.122977, -1.569959], [-5.458428, -2.367311, -0.617461], [-4.555214, -1.187040, -1.657802], [-6.290999, -0.441813, 0.688101], [-4.626407, -0.681602, 0.962508], [-5.313191, 1.721726, 1.863360], [-4.998634, 2.969376, 0.756525], [-7.425992, 3.009010, 1.522480], [-7.463867, 2.598022, -0.221196], [-7.610960, 1.353599, 1.037653], [-3.434236, 0.464795, -1.253229], [-3.146317, 1.370514, 0.206592], [-2.601894, 2.990650, -1.511455], [-4.204219, 3.393546, -1.064990], [-3.936398, 2.524570, -2.520907], [1.177201, -4.807290, -0.080005], [2.133591, -5.521983, 0.804489], [3.043291, -4.645155, 1.571867], [3.717032, -5.366596, 2.717167], [4.685101, -6.479296, 2.261063], [4.026461, -3.921341, 0.684429], [4.855074, -2.884102, 1.399183], [1.736137, -4.435476, -0.938762], [0.786168, -3.925085, 0.426855], [0.330805, -5.382581, -0.455175], [1.516572, -6.037468, 1.540458], [2.714581, -6.217435, 0.198763], [2.919930, -5.886452, 3.248658], [4.132734, -4.719885, 3.489854], [5.637849, -6.141918, 1.852954], [4.209979, -7.028808, 1.448411], [4.817090, -7.110099, 3.140125], [4.679591, -4.643178, 0.194043], [3.548291, -3.379821, -0.131788], [4.230663, -2.116287, 1.855988], [5.508802, -3.353881, 2.134059], [5.543744, -2.406561, 0.702190], [-2.051742, 8.362320, 2.217123], [-2.774235, 7.108951, 1.816366], [-2.032888, 5.859849, 2.159806], [-2.866544, 4.665875, 1.775285], [-2.305913, 3.348640, 2.320225], [-0.652265, 5.805697, 1.745441], [-0.313825, 5.706211, 0.194069], [-1.075436, 8.553829, 1.771857], [-1.889447, 8.331860, 3.294543], [-2.728867, 9.186572, 1.993070], [-3.779589, 7.085961, 2.236866], [-2.908893, 7.174078, 0.736681], [-3.870144, 4.739957, 2.194086], [-2.954426, 4.675333, 0.688873], [-3.053823, 2.556122, 2.294710], [-1.522690, 2.923605, 1.692532], [-1.969049, 3.524935, 3.341767], [-0.250578, 4.976923, 2.328434], [-0.141256, 6.683932, 2.139984], [-0.928452, 6.472715, -0.277960], [-0.404803, 4.750081, -0.321326], [0.753996, 5.887537, 0.071679], [1.743362, -2.503994, 3.810522], [1.610930, -1.750737, 5.123973], [2.397710, -0.443042, 5.251975], [1.056194, -2.233842, 6.119293], [2.787246, -2.641649, 3.528621], [1.134139, -2.125916, 2.989541], [1.399296, -3.514204, 4.032309], [3.269354, -0.492857, 4.599411], [2.756503, -0.306184, 6.272099], [1.789429, 0.406240, 4.940835]],
  "atomic_forces_ev_per_a": [[0.6, -0.7, -1.2], [-0.3, -0.8, 0.7], [0.0, 2.2, -0.6], [-2.2, -2.2, -1.0], [2.7, 1.4, 0.5], [0.3, -1.5, 0.3], [-1.6, 1.7, 1.8], [0.8, -0.4, -0.9], [0.2, -0.2, -0.4], [-0.3, 0.0, 0.1], [0.3, -0.1, 0.4], [0.3, 0.6, -0.1], [-0.5, 0.3, -0.1], [-0.1, -0.3, 0.6], [-0.1, -0.7, 0.7], [1.4, 1.0, -0.5], [-0.3, -2.7, 0.0], [2.7, 1.9, 1.6], [-2.5, 0.8, -1.6], [-0.5, -0.1, -0.6], [-0.1, 0.6, -0.5], [0.5, -0.6, 0.2], [-0.6, -0.6, 0.7], [0.2, -0.3, 0.0], [-0.1, 0.0, 0.3], [-0.1, 0.6, -0.1], [-0.6, 0.1, 0.2], [0.1, 0.0, -0.3], [0.2, 0.4, 0.9], [-0.5, -2.1, -1.3], [0.1, 2.4, 0.2], [0.1, -2.5, -0.4], [-0.3, 0.0, -0.1], [1.3, 0.0, -0.7], [-0.1, 0.4, -0.4], [-0.7, 0.6, -0.5], [-1.0, 0.2, 1.4], [0.3, -0.1, 0.5], [0.1, 0.5, 0.3], [-0.1, 0.1, -0.2], [0.3, 0.4, 0.4], [0.1, -0.2, -0.1], [0.2, -1.2, -0.4], [-1.6, 1.7, -0.6], [2.4, -0.5, 2.9], [-0.3, 2.7, -5.3], [-0.5, -3.4, 2.9], [-1.0, -0.2, -1.9], [0.4, -0.4, 0.6], [-0.4, 0.0, 0.6], [0.6, 0.7, 1.4], [-0.2, 0.3, 0.2], [0.9, 0.3, -0.8], [-0.2, -0.7, -0.4], [0.2, 0.5, 0.3], [-0.4, 0.0, 0.4], [1.4, -0.9, -0.1], [-1.1, 0.7, 0.0], [-1.2, -0.4, -1.8], [-2.5, -1.1, 2.8], [2.3, 0.9, -2.0], [0.9, -0.2, 1.4], [-0.4, 0.5, -0.2], [-0.1, -0.3, -0.4], [0.7, 0.6, 0.3], [0.0, -0.2, 0.1], [-0.1, -0.4, -0.3], [0.0, 0.9, 0.0], [-0.1, -0.6, -0.6], [0.2, 0.4, 0.8], [-1.2, 0.7, 0.5], [0.2, -1.6, -1.2], [0.8, 0.0, 0.1], [-0.4, -0.9, -0.2], [-0.5, 1.6, 0.4], [-0.4, 0.5, -1.0], [-0.7, -0.4, 0.3], [0.4, 0.1, -0.1], [-0.3, 0.3, -0.3], [0.4, -0.3, 0.3], [0.2, 0.5, 0.2], [0.2, -0.2, -0.1], [0.0, 0.0, 0.2], [0.4, 0.0, 0.3], [0.0, -0.3, 0.4], [0.3, -0.2, 0.1], [-0.2, 0.0, -0.2], [0.2, -0.4, 0.2], [-0.1, 0.0, 0.3], [0.1, 0.5, -0.1], [0.6, 0.0, 0.0], [0.2, 0.0, -0.3], [0.4, -0.4, -0.3], [-0.1, -0.1, -1.1], [-1.2, 0.6, -0.2], [-0.4, 1.1, -0.7], [-0.2, -0.6, 0.5], [0.4, 0.7, 1.1], [0.0, -0.4, -0.7], [0.1, 0.2, 0.1], [-0.1, -0.1, 0.3], [0.3, 0.1, 0.2], [0.2, -0.5, 0.1], [0.3, -0.2, 0.1], [-0.2, 0.1, -0.2], [0.6, -0.4, 0.2], [0.3, 0.4, 0.1], [0.0, -0.1, 0.0], [-0.1, 0.0, 0.1], [0.5, -0.2, 0.1], [0.0, 0.2, 0.1], [-0.4, -0.3, 0.6], [-0.5, 0.2, 0.0], [0.2, -0.1, -0.2], [-0.2, 1.2, -0.5], [-1.0, -0.4, -0.4], [0.8, -1.7, -0.6], [-1.8, 0.7, -0.3], [1.3, -0.3, 0.7], [-0.1, 0.2, 0.4], [-0.3, 1.1, -0.4], [-0.2, 0.0, 0.1], [0.3, 0.1, 0.2], [0.3, -0.4, 0.2], [-0.1, 0.4, 0.2], [0.7, 0.4, 0.2], [0.1, -0.6, 0.3], [-0.2, 0.1, -0.4], [0.0, 0.2, -0.1], [0.3, 0.0, 0.0], [-0.1, 0.0, -0.2], [-0.3, 0.0, 0.1], [0.5, 0.0, 0.3], [0.3, -0.4, 0.1], [-0.1, 0.0, 0.2], [-0.1, -0.4, 0.0], [0.1, 1.4, -0.9], [0.5, -0.2, 1.2], [0.8, 1.0, 0.1], [-0.7, -0.5, -1.5], [-0.4, 0.6, 0.2], [-0.6, -0.6, 0.5], [0.5, -0.2, 0.3], [-0.2, 0.1, -0.3], [-0.1, 0.0, 0.1], [0.2, -0.3, 0.2], [0.4, -0.5, 0.1], [-0.1, -0.5, 0.0], [-0.3, 0.0, -0.1], [0.2, 0.4, -0.5], [0.1, 0.2, 0.3], [0.0, -0.3, 0.2], [0.4, -0.3, -0.3], [0.3, -0.2, -0.1], [-0.7, -0.3, 0.1], [0.0, 0.0, 0.1], [-0.1, 0.1, 0.3], [-0.1, 0.1, -0.2], [-0.3, 0.3, 1.0], [1.2, -1.0, -0.8], [-2.1, 0.1, 0.2], [1.1, 0.5, 0.3], [-0.1, 0.1, -0.6], [0.2, -0.8, -0.6], [0.0, 0.2, 1.3], [-0.2, -0.2, -0.4], [0.0, 0.2, 0.1], [0.2, 0.2, 0.0], [0.1, -0.2, 0.3], [-0.3, -0.2, -0.5], [0.0, 0.6, 0.0], [-0.2, -0.4, -0.3], [-0.3, 0.3, 0.2], [0.5, 0.3, 0.1], [0.1, -0.2, 0.0], [0.4, -0.2, -0.4], [-0.1, 0.0, -0.1], [0.3, -0.1, -0.5], [-0.8, -0.2, 0.4], [0.0, 0.6, 0.0], [-0.5, -0.9, 0.9], [0.2, -0.4, 1.8], [0.0, -0.5, -0.2], [0.7, 0.9, -2.1], [-0.1, 0.5, -0.2], [0.2, 0.3, 0.0], [-0.2, 0.0, -0.2], [0.0, 0.1, -0.1], [-0.3, 0.0, 0.0], [-0.1, 0.1, 0.0]],
  "e_above_lowest_kj_mol": 359.4,
  "total_energy_ev": -127413.1617,
  "total_charge": 0,
  "homo_lumo_gap_ev": 8.47,
  "e_homo_ha": -0.305
}